Record 1
Computed, not measured: a 2-piece molecular cluster, C31H32BCl2F3O2 overall, with ωB97M-V with the def2-TZVPD basis set.

The geometry in XYZ format:
```
71
Properties=species:S:1:pos:R:3
Cl 0.17279 4.36311 -5.11946
C 0.80972 3.45156 -3.81918
C 1.37411 4.12949 -2.72367
C 1.95255 3.38698 -1.70306
C 2.00900 1.97839 -1.76163
C 2.48769 1.18896 -0.63773
C 1.56272 0.31556 -0.07329
C 1.75634 -0.40944 1.09707
C 0.98110 -1.57535 1.39767
C 1.04755 -2.17922 2.68132
C 0.44417 -3.40651 2.92089
C -0.24573 -4.05553 1.88110
Cl -0.94468 -5.58889 2.15191
C -0.41759 -3.43028 0.63495
C 0.18443 -2.19857 0.39777
C 1.42278 1.31865 -2.86850
C 0.80743 2.04638 -3.88805
H 1.37230 5.21727 -2.68541
H 2.37946 3.89166 -0.83408
H 3.28280 1.54507 0.00536
H 0.58796 0.20169 -0.56969
H 2.49712 -0.05736 1.82249
H 1.61707 -1.66747 3.46097
H 0.50411 -3.87116 3.89973
H -1.00737 -3.90673 -0.14120
H 0.08845 -1.73556 -0.58945
H 1.46743 0.22666 -2.89990
H 0.33757 1.53956 -4.72702
C 5.56231 -2.09003 -2.66382
C 4.72799 -1.34632 -1.63263
C 3.33024 -1.92889 -1.73904
C 5.30949 -1.37348 -0.12030
C 4.50365 -2.17320 0.87485
C 6.69589 -1.96737 -0.02757
O 5.32433 0.00718 0.27244
B 5.30203 0.77942 -0.93613
C 5.12234 2.42819 -0.91433
C 4.98381 3.07068 -2.14245
C 4.90306 4.45920 -2.22216
C 4.88913 5.20590 -1.04732
C 4.65693 6.69382 -1.15923
F 4.62870 7.32303 0.04721
F 5.62394 7.30555 -1.91681
F 3.45357 6.95793 -1.77324
C 5.02871 4.58566 0.18414
C 5.16379 3.18882 0.25438
C 6.92526 0.94182 -1.57535
C 7.95534 1.98337 -1.28773
C 8.01669 0.66907 -0.60815
O 4.66752 0.04170 -1.97734
H 5.59778 -3.16560 -2.43459
H 5.08418 -1.97316 -3.64738
H 6.58428 -1.70963 -2.74144
H 3.31608 -2.99711 -1.47579
H 2.63355 -1.40064 -1.08648
H 2.96057 -1.82358 -2.76397
H 4.48648 -3.23941 0.61533
H 4.94504 -2.08789 1.87579
H 3.47535 -1.81371 0.93246
H 6.66628 -3.04541 -0.21742
H 7.39130 -1.50935 -0.72814
H 7.07896 -1.82398 0.98878
H 4.96026 2.49410 -3.06701
H 4.83779 4.95139 -3.18854
H 5.07096 5.17980 1.09444
H 5.29872 2.71380 1.22804
H 6.99736 0.51396 -2.58342
H 8.69593 2.17950 -2.06488
H 7.69279 2.84493 -0.66808
H 7.75017 0.67130 0.44914
H 8.84091 0.00414 -0.88912
```

Its orbital gap is 3.5 eV. The HOMO energy is -0.244 Ha. As for the energy: -70633.1200 eV. The value obtained for the LUMO energy is -3.156 eV.


Record 2
Computed, not measured: C31H32BF7O2 as an isolated structure, with ωB97M-V with the def2-TZVPD basis set.

The geometry in XYZ format:
```
73
Properties=species:S:1:pos:R:3
F 1.15855 -5.06496 -1.16651
C 1.55032 -4.60067 0.05480
C 2.82726 -4.91119 0.51509
C 3.20871 -4.38870 1.75166
F 4.43917 -4.68397 2.25797
C 2.38600 -3.52449 2.47455
C 1.08276 -3.24811 2.01684
C 0.18910 -2.47582 2.87319
C -0.95495 -1.86704 2.25202
C -1.53591 -0.65334 2.58264
C -2.68510 -0.05170 1.89740
C -3.25941 1.11737 2.43256
C -4.33522 1.70808 1.80319
F -4.95250 2.79543 2.37435
C -4.90181 1.20541 0.61804
C -4.26643 0.08556 0.07741
F -4.80638 -0.42630 -1.08129
C -3.17716 -0.55456 0.66502
C 0.69109 -3.75702 0.75568
H 3.49681 -5.50069 -0.06411
H 2.74378 -3.06770 3.42651
H 0.66744 -1.96064 3.71301
H -1.38082 -2.38822 1.40298
H -1.05408 0.05778 3.30771
H -2.86336 1.49538 3.36762
H -5.78754 1.66294 0.14980
H -2.74256 -1.41869 0.19875
H -0.29905 -3.51162 0.30090
C 2.38461 -6.95763 7.76667
C 1.30156 -5.96979 8.11528
C 0.33827 -6.51808 9.20687
C 1.78857 -4.48175 8.43648
C 1.90580 -4.13279 9.91316
C 3.06034 -4.07486 7.70409
O 0.70318 -3.65446 7.90921
B -0.17610 -4.64516 7.47328
C -1.67641 -4.56938 7.61075
C -2.17148 -3.66124 8.58182
C -3.44735 -3.84304 9.05985
C -4.24217 -4.86727 8.59490
C -5.63618 -4.99997 9.13215
F -6.32387 -6.01293 8.54605
F -5.57686 -5.24670 10.48159
F -6.37181 -3.85771 8.96776
C -3.76506 -5.76538 7.62811
C -2.47467 -5.62532 7.14356
C -0.14690 -3.15804 4.45368
C -0.88355 -2.14605 5.39711
C -0.86762 -4.49710 4.19383
O 0.49616 -5.74337 6.92748
H 3.04285 -7.13475 8.62730
H 1.96292 -7.93555 7.48945
H 2.98539 -6.58082 6.92839
H 0.82146 -6.80006 10.15182
H -0.45461 -5.78108 9.45274
H -0.14885 -7.42195 8.81420
H 2.68007 -4.73371 10.41388
H 2.20313 -3.07770 10.01116
H 0.93844 -4.28440 10.41605
H 3.94774 -4.58471 8.10028
H 2.99727 -4.30677 6.63242
H 3.23186 -2.99918 7.85712
H -1.59818 -2.81928 8.96890
H -3.82315 -3.10004 9.76638
H -4.39925 -6.52799 7.21629
H -2.10488 -6.35716 6.41103
H 0.95057 -3.41710 4.96176
H -0.15498 -1.70239 6.11650
H -1.31089 -1.26245 4.77693
H -1.73859 -2.64172 5.96562
H -0.19108 -5.36867 4.36629
H -1.79311 -4.61112 4.85291
H -1.15688 -4.55220 3.07479
```

Its orbital gap is 8.1 eV. The HOMO energy is -0.301 Ha. As for the energy: -56460.0903 eV. The value obtained for the LUMO energy is -0.113 eV.


Record 3
Computed, not measured: a 4-piece molecular cluster, C31H32BrClN3O9 overall, with ωB97M-V with the def2-TZVPD basis set.

The geometry in XYZ format:
```
77
Properties=species:S:1:pos:R:3
C -2.94996 2.85458 -1.76916
C -1.81643 2.99576 -2.62257
N -0.45788 3.15048 -3.27286
C -0.54214 2.01081 -4.30779
N -0.75570 2.08072 -5.66518
N -0.29980 0.71685 -3.52966
C 0.46826 1.07287 -2.25523
Cl 2.16880 0.36404 -2.67238
C -0.25953 0.51198 -0.89882
C 0.33754 -1.00701 -0.53352
O 1.49298 -0.97225 0.37606
C 2.48526 -2.01318 0.06439
O 2.23333 -3.26580 -0.32457
C 4.08244 -1.57820 0.26970
C 4.88481 -1.45855 -1.15862
C 0.75244 2.67878 -2.44300
Br 2.18666 2.65540 -3.87458
C 1.04519 3.46202 -1.03464
C 1.84682 4.88320 -1.17453
C 3.00859 4.86950 0.02896
O 4.05075 3.84644 -0.20444
H -3.94422 2.89801 -1.11152
H -1.71857 1.88546 -6.05668
H 0.05197 2.40261 -6.26483
H -1.13541 0.09961 -3.40896
H -1.41305 0.36239 -1.07446
H -0.12880 1.17884 0.05347
H 0.51565 -1.63904 -1.52095
H -0.56454 -1.55154 0.02701
H 4.66525 -2.35767 0.95695
H 4.12292 -0.52985 0.83920
H 5.91827 -2.02477 -1.11934
H 4.25019 -1.90276 -2.05531
H 5.09650 -0.32005 -1.35520
H 1.52775 2.70638 -0.24953
H -0.02389 3.72629 -0.57373
H 2.37761 5.06283 -2.20134
H 1.12715 5.78233 -0.94829
H 3.45847 5.97048 0.01974
H 2.51076 4.73495 1.10531
H 3.93072 3.12540 0.49858
C -5.77890 0.47326 -2.23636
C -6.61088 -0.27042 -2.97193
C -7.69355 -1.05491 -2.34615
O -8.45426 -1.73744 -3.01846
C -7.82215 -0.98450 -0.87703
C -6.99017 -0.24082 -0.14145
C -5.90750 0.54367 -0.76724
O -5.14679 1.22620 -0.09493
H -4.97913 1.05405 -2.67942
H -6.53006 -0.33192 -4.05059
H -8.62192 -1.56529 -0.43397
H -7.07099 -0.17932 0.93720
C -6.41310 -1.14430 5.96851
C -7.36292 -1.16977 5.02855
C -7.06327 -0.81647 3.62691
O -7.93244 -0.83758 2.76633
C -5.67380 -0.43571 3.30411
C -4.72397 -0.41024 4.24406
C -5.02363 -0.76354 5.64570
O -4.15445 -0.74243 6.50628
H -6.61617 -1.39983 7.00133
H -8.38660 -1.44760 5.24926
H -5.47072 -0.18018 2.27129
H -3.70029 -0.13241 4.02335
C 7.90295 -4.21759 3.32834
C 7.42521 -3.03627 2.92514
C 7.78290 -2.47460 1.60764
O 7.34769 -1.39251 1.23861
C 8.68714 -3.26922 0.75282
C 9.16487 -4.45054 1.15602
C 8.80719 -5.01222 2.47352
O 9.24239 -6.09431 2.84255
H 7.65113 -4.64356 4.29187
H 6.76040 -2.44173 3.54025
H 8.93895 -2.84325 -0.21071
H 9.82969 -5.04508 0.54091
```

Its orbital gap is 5.8 eV. The HOMO energy is -0.433 Ha. As for the energy: -138104.9258 eV. The value obtained for the LUMO energy is -5.966 eV. Its total charge is +1.


Record 4
Computed, not measured: C31H32BrGeN4OPb as an isolated structure, with ωB97M-V with the def2-TZVPD basis set.

The geometry in XYZ format:
```
71
Properties=species:S:1:pos:R:3
Pb -0.10074 -0.36769 2.61868
O -4.87738 4.58275 2.89028
C -3.85838 3.67367 3.08764
C -2.51654 4.05403 3.24185
C -1.57038 3.08920 3.47475
N -1.83518 1.76158 3.52385
C -3.12349 1.43722 3.37940
Br -3.48961 -0.42923 3.57919
C -4.16342 2.30271 3.18314
H -4.48886 5.45718 2.78128
H -2.23545 5.09993 3.20647
H -0.53329 3.35185 3.63303
H -5.18400 1.96131 3.12913
C -0.54456 -1.72402 1.10070
Ge -0.78070 -2.17566 -0.69617
C 0.75174 -2.68521 -1.92033
C 0.75756 -3.86786 -2.64749
C 1.83791 -4.22617 -3.43462
C 2.93938 -3.39154 -3.52168
C 2.95633 -2.21134 -2.79443
C 1.87955 -1.87712 -1.99355
C -2.14354 -3.61129 -1.06535
C -1.92680 -4.92417 -0.66185
C -2.91578 -5.88592 -0.76305
C -4.16449 -5.54442 -1.25789
C -4.40223 -4.24160 -1.66216
C -3.39875 -3.29371 -1.56779
C -1.51412 -0.47449 -1.45459
C -0.88795 0.27775 -2.43842
C -1.24759 1.59486 -2.67713
C -2.25121 2.18794 -1.93172
C -2.91121 1.44383 -0.96558
C -2.53984 0.13409 -0.73650
H -0.10543 -4.51960 -2.59610
H 1.82400 -5.16016 -3.98527
H 3.78053 -3.66073 -4.14924
H 3.81972 -1.55723 -2.85798
H 1.89776 -0.96758 -1.40520
H -0.96061 -5.19280 -0.25148
H -2.72416 -6.90412 -0.44201
H -4.95103 -6.28780 -1.31757
H -5.38026 -3.96457 -2.03962
H -3.59325 -2.27633 -1.88232
H -0.09158 -0.16857 -3.02180
H -0.73203 2.17015 -3.43886
H -2.51438 3.22729 -2.09622
H -3.70030 1.89934 -0.37910
H -3.02757 -0.43534 0.04324
C 2.80308 4.11707 0.16518
C 1.70392 3.86963 1.19047
N 1.50926 2.45346 1.32401
C 2.49962 1.52625 1.26048
N 2.24807 0.34966 1.69354
C 3.15796 -0.74527 1.50271
C 4.33917 -0.41090 0.59017
C 4.80278 1.00694 0.89590
N 3.69206 1.90375 0.65562
C 4.02638 3.30427 0.56615
H 3.05558 5.17661 0.11407
H 2.45645 3.78530 -0.81208
H 0.76274 4.31238 0.86056
H 1.98444 4.32681 2.15536
H 0.61915 2.07403 1.62576
H 2.56841 -1.56680 1.08609
H 3.51482 -1.05963 2.49157
H 4.02378 -0.45427 -0.45262
H 5.15607 -1.11809 0.73648
H 5.63657 1.29686 0.24697
H 5.14185 1.07887 1.94243
H 4.81855 3.41056 -0.18519
H 4.42089 3.68206 1.52685
```

Its orbital gap (alpha / beta) is 4.2 / 4.2 eV. The HOMO energy (alpha / beta) is -0.080 / -0.080 Ha. As for the energy: -172477.1190 eV. The value obtained for the LUMO energy (alpha / beta) is 2.067 / 2.067 eV. Its total charge is -1.


Record 5
Computed, not measured: C31H32BrO2PPbSe2 as an isolated structure, with ωB97M-V with the def2-TZVPD basis set.

The geometry in XYZ format:
```
70
Properties=species:S:1:pos:R:3
Pb -0.60975 -0.23818 -1.78306
C 0.92072 3.65484 2.76384
C 1.64295 2.88515 1.69543
C 1.59501 3.33372 0.33331
C 1.03343 4.66994 0.01863
C 2.13013 2.53999 -0.74017
C 1.88797 2.98164 -2.15556
C 2.88263 1.43669 -0.43108
C 3.61475 0.64294 -1.47804
C 3.01448 1.04374 0.94556
C 3.83586 -0.15235 1.27396
C 2.39137 1.77281 2.00099
C 2.58988 1.32172 3.41983
H 1.61806 4.27470 3.33504
H 0.44138 2.97681 3.46833
H 0.15363 4.31377 2.36848
H -0.03726 4.56358 -0.20986
H 1.50447 5.10988 -0.85714
H 1.11435 5.36013 0.85352
H 2.63263 3.71091 -2.48429
H 0.90863 3.44747 -2.25509
H 1.92951 2.14494 -2.84917
H 4.64242 0.45147 -1.17051
H 3.65637 1.16196 -2.42947
H 3.14680 -0.33327 -1.64153
H 4.87957 0.16340 1.40641
H 3.83661 -0.88833 0.47352
H 3.53069 -0.62485 2.20345
H 3.63971 1.10695 3.61848
H 2.02326 0.41031 3.62799
H 2.27506 2.07676 4.13200
Se -2.15766 -1.57685 0.15611
P -0.79868 -3.29502 -0.02112
Se 0.87858 -2.07863 0.65005
C -1.28284 -4.66146 0.99994
C -1.00466 -5.96038 0.56644
C -1.34230 -7.03204 1.37598
C -1.95316 -6.80867 2.60265
C -2.22623 -5.51505 3.03261
C -1.88936 -4.43586 2.23689
C -0.62081 -3.82326 -1.72144
C 0.62315 -3.88469 -2.34435
C 0.71127 -4.34793 -3.64892
C -0.43409 -4.74221 -4.32534
C -1.67802 -4.67805 -3.70468
C -1.77595 -4.22233 -2.40266
H -0.53719 -6.13989 -0.39288
H -1.13391 -8.04043 1.04682
H -2.22186 -7.64916 3.22826
H -2.70419 -5.34895 3.98801
H -2.10111 -3.42900 2.57580
H 1.51531 -3.57321 -1.81477
H 1.67569 -4.40286 -4.13496
H -0.36150 -5.10260 -5.34260
H -2.56743 -4.98865 -4.23532
H -2.74479 -4.18254 -1.91699
Br -2.59294 5.62149 2.73354
C -3.01758 4.86672 1.05732
C -3.97685 5.46036 0.24706
C -4.28378 4.89434 -0.98224
C -3.63425 3.74763 -1.41116
C -2.66217 3.17457 -0.59807
C -2.35897 3.72373 0.64550
C -1.93633 1.97099 -1.03881
O -2.37284 1.25254 -1.98204
O -0.83568 1.63794 -0.46820
H -4.48519 6.35519 0.57933
H -5.03701 5.35551 -1.60580
H -3.86892 3.29935 -2.36655
H -1.63109 3.24014 1.28279
```

Its orbital gap (alpha / beta) is 5.6 / 5.1 eV. The HOMO energy (alpha / beta) is -0.499 / -0.499 Ha. As for the energy: -252020.5560 eV. The value obtained for the LUMO energy (alpha / beta) is -8.004 / -8.527 eV. Its total charge is +2.


Record 6
Computed, not measured: C31H32Cl3EuI2N2O2PS2Si as an isolated structure, with ωB97M-V with the def2-TZVPD basis set.

The geometry in XYZ format:
```
77
Properties=species:S:1:pos:R:3
Eu -0.06417 0.20592 1.25492
C -1.01686 -1.27795 -1.58371
N -1.65001 -1.34594 -0.25721
C -3.04699 -0.89294 -0.41425
C -3.75606 -0.58525 0.89389
N -3.30735 0.66224 1.52369
C -3.81963 0.68844 2.89876
C -3.76301 1.82006 0.78460
C -5.06378 2.29067 0.95991
C -5.52222 3.44097 0.34049
C -4.65739 4.14751 -0.48628
C -3.37726 3.67692 -0.70254
C -2.89875 2.49858 -0.09770
S -1.30003 1.95856 -0.53342
C -1.60768 -2.68873 0.29951
C -1.69776 -3.79149 -0.55090
C -1.64874 -5.09167 -0.07990
C -1.53566 -5.30951 1.28543
C -1.46159 -4.23282 2.14535
C -1.47490 -2.90395 1.68878
S -1.28887 -1.64973 2.90003
H -0.07944 -1.83041 -1.58742
H -0.82572 -0.23561 -1.83226
H -1.67127 -1.68211 -2.37021
H -3.61850 -1.66971 -0.94726
H -3.03639 0.00509 -1.03269
H -3.58600 -1.39580 1.60165
H -4.84094 -0.53871 0.69223
H -4.86115 0.33515 2.96462
H -3.77603 1.70061 3.29292
H -3.20587 0.03474 3.51514
H -5.73906 1.74260 1.60755
H -6.53418 3.79027 0.51258
H -4.98364 5.06399 -0.96720
H -2.69506 4.21405 -1.34849
H -1.80607 -3.63181 -1.61644
H -1.69262 -5.92141 -0.77631
H -1.47739 -6.31945 1.67684
H -1.34770 -4.38825 3.20899
O 1.68515 4.08288 0.80983
C 1.62918 2.91146 0.45994
O 1.34513 1.90201 1.20641
C 1.93467 2.50102 -0.99220
P 2.11159 0.67377 -0.92039
C 2.23955 0.21419 -2.70169
C 2.18015 -1.14737 -3.01323
C 2.19221 -1.58220 -4.32960
C 2.23459 -0.65807 -5.36509
C 2.27103 0.69612 -5.07069
C 2.27401 1.12958 -3.75082
C 3.89144 0.57704 -0.43144
C 4.41074 1.45602 0.52153
C 5.72732 1.34880 0.94232
C 6.54966 0.35978 0.42706
C 6.04853 -0.50987 -0.52728
C 4.73499 -0.40068 -0.95601
H 2.81089 3.02002 -1.38249
H 1.06058 2.76001 -1.59300
H 2.12532 -1.87363 -2.21130
H 2.15367 -2.64394 -4.54384
H 2.22789 -0.99063 -6.39685
H 2.29439 1.42337 -5.87471
H 2.30190 2.19136 -3.54176
H 3.79254 2.22351 0.96150
H 6.10098 2.03425 1.69395
H 7.57198 0.26127 0.77392
H 6.67811 -1.29408 -0.93199
H 4.37005 -1.08682 -1.70380
I 1.82887 0.65251 4.01360
C 0.51507 2.15310 4.80398
I -0.89484 2.81475 3.32307
H 1.09249 3.01572 5.11261
H -0.04838 1.73432 5.62794
Cl 3.07839 -3.36282 -0.02769
Si 1.90056 -2.26447 1.39533
Cl 1.69426 -3.88191 2.75090
Cl 3.62105 -1.33349 2.57830
```

Its orbital gap (alpha / beta) is 5.0 / 6.0 eV. Its spin multiplicity is 8. As for the expectation value of S²: 15.761. The HOMO energy (alpha / beta) is -0.037 / -0.073 Ha. As for the energy: -151685.0325 eV. The value obtained for the LUMO energy (alpha / beta) is 3.968 / 3.966 eV. Its total charge is -2.